a:
Computed, not measured: 7 unconnected molecules or ions with the total composition C33H32N7O14, with the ωB97M-V functional and the def2-TZVPD basis.

For the LUMO energy, the calculation gives 0.593 eV. The calculation puts the HOMO energy at -6.43 eV. The multiplicity is 1. The calculation puts the HOMO-LUMO gap at 7.0256 eV. Its net charge is -1.

Structure (XYZ):
```
86
C33H32N7O14 (the ωB97M-V functional and the def2-TZVPD basis)
N -0.97 0.62 0.30
O -1.72 1.35 1.03
O -1.55 -0.06 -0.51
O 0.27 0.56 0.46
C -0.87 -1.81 2.99
C -0.17 -2.75 2.18
C 0.76 -3.83 2.96
C 1.16 -3.51 4.44
C 0.38 -2.50 5.22
C -0.66 -1.68 4.44
N 2.40 -4.18 4.84
O 2.59 -5.39 4.63
O 3.14 -3.50 5.55
H -1.76 -1.16 2.56
H -0.56 -2.83 1.12
H 1.10 -4.36 2.31
H 0.61 -2.56 6.19
H -1.22 -0.90 4.96
C 3.98 -1.75 2.26
C 5.24 -1.14 2.80
C 5.49 0.28 2.52
C 4.60 1.01 1.62
C 3.32 0.40 1.02
C 3.22 -1.12 1.26
N 4.77 2.46 1.46
O 4.69 3.07 0.32
O 5.26 3.13 2.47
H 3.79 -2.72 2.46
H 5.93 -1.72 3.75
H 6.27 0.93 2.81
H 2.81 1.05 0.31
H 2.17 -1.51 0.74
C -2.26 3.50 -3.18
C -1.48 4.80 -3.15
C 0.13 4.59 -3.30
C 0.59 3.22 -3.65
C -0.26 2.03 -2.99
C -1.75 2.24 -2.92
N 2.07 3.01 -3.96
O 2.41 1.89 -4.30
O 2.65 4.03 -4.00
H -3.34 3.63 -2.96
H -1.99 5.77 -2.97
H 0.58 5.50 -3.37
H 0.14 1.07 -3.02
H -2.61 1.50 -2.77
C -5.18 -0.81 0.39
C -6.66 -0.93 0.12
C -7.26 -2.38 -0.16
C -6.34 -3.55 -0.01
C -4.84 -3.33 0.29
C -4.35 -1.92 0.44
N -6.98 -4.89 -0.15
O -8.15 -4.98 -0.44
O -6.20 -5.90 0.00
H -4.76 0.32 0.58
H -7.22 0.13 0.07
H -8.33 -2.64 -0.40
H -4.29 -4.19 0.32
H -3.27 -1.67 0.75
C 2.46 -1.35 -3.51
C 1.84 -2.21 -4.61
C 0.78 -3.31 -4.13
C 0.39 -3.22 -2.61
C 0.72 -1.94 -1.82
C 1.85 -1.07 -2.26
N -0.60 -4.11 -2.01
O -1.01 -5.12 -2.68
O -1.32 -3.77 -1.01
H 3.25 -0.87 -3.77
H 2.16 -2.20 -5.69
H 0.49 -4.00 -4.91
H 0.36 -1.67 -0.98
H 2.08 -0.25 -1.62
C 2.30 5.49 0.87
O 2.57 6.69 1.15
N 1.18 5.03 0.41
C 0.64 3.68 0.50
C 0.15 6.17 0.03
H 3.03 4.69 1.09
H 0.85 3.26 -0.50
H -0.49 3.63 0.65
H 1.06 3.16 1.22
H 0.43 6.37 -0.98
H 0.25 7.12 0.43
H -0.94 5.90 0.06
```


b:
Computed, not measured: 7 unconnected molecules or ions with the total composition C33H32N7O14, with the ωB97M-V functional and the def2-TZVPD basis.

For the LUMO energy, the calculation gives 0.562 eV. The calculation puts the HOMO energy at -6.27 eV. The multiplicity is 1. The calculation puts the HOMO-LUMO gap at 6.8370 eV. Its net charge is -1.

Structure (XYZ):
```
86
C33H32N7O14 (the ωB97M-V functional and the def2-TZVPD basis)
N 59.78 -25.31 -15.85
O 61.01 -25.20 -15.55
O 59.09 -24.43 -15.32
O 59.29 -26.26 -16.41
C 59.84 -27.73 -13.08
C 58.32 -27.77 -13.04
C 57.67 -29.19 -12.66
C 58.59 -30.52 -12.52
C 60.14 -30.30 -12.45
C 60.71 -28.87 -12.69
N 57.97 -31.78 -12.55
O 56.93 -31.98 -11.89
O 58.53 -32.59 -13.23
H 60.25 -26.87 -13.20
H 57.57 -27.05 -13.51
H 56.59 -29.31 -12.79
H 60.81 -30.98 -12.00
H 61.95 -28.56 -12.75
C 57.32 -30.60 -16.26
C 57.56 -31.71 -17.21
C 58.27 -31.45 -18.47
C 58.52 -30.07 -18.92
C 58.27 -28.94 -17.85
C 57.48 -29.26 -16.61
N 59.38 -29.84 -20.02
O 59.06 -28.84 -20.80
O 60.26 -30.63 -20.37
H 57.01 -30.89 -15.35
H 57.46 -32.83 -16.74
H 58.61 -32.34 -19.12
H 58.68 -28.11 -18.10
H 57.41 -28.34 -15.95
C 60.13 -21.49 -18.42
C 60.62 -21.85 -19.81
C 59.80 -22.82 -20.61
C 58.51 -23.18 -20.20
C 58.37 -23.32 -18.53
C 59.15 -22.26 -17.73
N 57.53 -24.10 -20.95
O 56.38 -24.30 -20.44
O 57.91 -24.28 -22.01
H 60.60 -20.79 -17.88
H 61.68 -21.40 -20.11
H 60.15 -23.04 -21.50
H 57.64 -23.89 -18.00
H 58.75 -21.88 -16.79
C 60.59 -22.71 -12.37
C 60.95 -21.51 -11.45
C 60.12 -21.21 -10.16
C 58.98 -22.16 -9.77
C 58.75 -23.43 -10.77
C 59.58 -23.57 -11.94
N 58.30 -21.95 -8.56
O 58.55 -20.92 -7.92
O 57.42 -22.81 -8.25
H 61.28 -23.05 -13.35
H 61.64 -20.80 -11.80
H 60.33 -20.40 -9.64
H 57.80 -23.91 -10.56
H 59.60 -24.48 -12.57
C 54.70 -25.55 -17.81
C 53.69 -24.45 -17.30
C 53.68 -24.32 -15.71
C 54.88 -25.01 -15.03
C 56.06 -25.56 -15.81
C 55.86 -25.88 -17.16
N 55.04 -24.90 -13.52
O 54.10 -24.39 -12.82
O 56.13 -25.10 -12.99
H 54.66 -25.75 -18.87
H 52.96 -23.79 -17.96
H 52.91 -23.63 -15.18
H 56.82 -26.04 -15.30
H 56.81 -26.19 -17.70
C 62.09 -27.15 -20.97
O 62.91 -27.26 -21.91
N 61.96 -26.05 -20.17
C 61.24 -26.04 -18.91
C 62.86 -24.85 -20.53
H 61.36 -27.96 -20.73
H 60.20 -25.46 -19.11
H 61.70 -25.49 -18.08
H 61.16 -27.00 -18.53
H 62.39 -24.19 -21.11
H 63.77 -24.97 -21.14
H 63.17 -24.30 -19.69
```


Result of the stability comparison: a is the most stable of them.


a:
Computed, not measured: 2 unconnected molecules or ions with the total composition CH7N2O, with the ωB97M-V functional and the def2-TZVPD basis.

For the LUMO energy, the calculation gives -3.470 eV. The calculation puts the HOMO energy at -14.93 eV. The multiplicity is 1. The calculation puts the HOMO-LUMO gap at 11.4584 eV. Its net charge is +1.

Structure (XYZ):
```
11
CH7N2O (the ωB97M-V functional and the def2-TZVPD basis)
N 1.72 -0.35 -1.45
H 2.46 -0.60 -0.80
H 1.96 0.25 -2.24
H 0.90 0.16 -0.97
H 1.36 -1.21 -1.85
C -0.81 0.50 1.06
N -1.90 -0.05 1.61
O -0.22 0.07 0.08
H -0.58 1.48 1.48
H -2.60 0.62 1.90
H -2.29 -0.88 1.19
```


b:
Computed, not measured: 2 unconnected molecules or ions with the total composition CH7N2O, with the ωB97M-V functional and the def2-TZVPD basis.

For the LUMO energy, the calculation gives -3.987 eV. The calculation puts the HOMO energy at -15.88 eV. The multiplicity is 1. The calculation puts the HOMO-LUMO gap at 11.8957 eV. Its net charge is +1.

Structure (XYZ):
```
11
CH7N2O (the ωB97M-V functional and the def2-TZVPD basis)
N -0.67 -1.07 1.13
C -0.52 -0.15 0.19
N -1.49 0.72 -0.06
H -1.59 -1.03 1.54
H -0.05 -1.87 1.13
H 0.34 -0.18 -0.49
H -1.31 1.41 -0.78
H -1.99 1.13 0.72
H 2.23 1.16 -1.55
H 3.08 0.08 -0.90
O 2.17 0.34 -1.06
```


Result of the stability comparison: a is the most stable of them.


a:
Computed, not measured: 2 unconnected molecules or ions with the total composition C3H12N2O, with the ωB97M-V functional and the def2-TZVPD basis.

For the LUMO energy (alpha / beta), the calculation gives -3.322 / -8.140 eV. The expectation value of S² is 0.7556. The calculation puts the HOMO energy (alpha / beta) at -14.05 / -13.73 eV. The multiplicity is 2. The calculation puts the HOMO-LUMO gap (alpha / beta) at 10.7312 / 5.5864 eV. Its net charge is +1.

Structure (XYZ):
```
18
C3H12N2O (the ωB97M-V functional and the def2-TZVPD basis)
N -2.60 -1.95 0.13
C -1.33 -1.25 0.85
C -0.62 -0.12 0.05
N -0.23 0.93 0.87
C 1.16 1.32 1.21
H -2.29 -2.67 -0.67
H -3.27 -1.32 -0.30
H -0.58 -2.08 0.98
H -1.55 -0.93 1.88
H -1.34 0.03 -0.75
H 0.27 -0.54 -0.48
H -0.83 1.74 0.93
H 1.56 0.57 1.80
H 0.99 2.34 1.65
H 1.83 1.53 0.39
H 3.07 1.29 -2.19
H 2.82 0.01 -3.25
O 2.93 1.08 -3.11
```


b:
Computed, not measured: 2 unconnected molecules or ions with the total composition C3H12N2O, with the ωB97M-V functional and the def2-TZVPD basis.

For the LUMO energy (alpha / beta), the calculation gives -3.787 / -9.103 eV. The expectation value of S² is 0.7597. The calculation puts the HOMO energy (alpha / beta) at -12.16 / -12.16 eV. The multiplicity is 2. The calculation puts the HOMO-LUMO gap (alpha / beta) at 8.3700 / 3.0541 eV. Its net charge is +1.

Structure (XYZ):
```
18
C3H12N2O (the ωB97M-V functional and the def2-TZVPD basis)
C -0.60 2.59 -1.76
O -1.06 3.72 -2.49
C 0.39 3.01 -0.71
H -1.47 2.04 -1.39
H -0.17 1.92 -2.51
H -0.89 4.53 -2.01
H -0.11 3.57 0.10
H 0.89 2.21 -0.15
H 1.18 3.70 -1.03
N -0.98 -2.88 0.85
C 0.26 -2.42 1.40
N 1.24 -3.46 1.77
H -0.91 -3.32 -0.07
H -1.41 -3.63 1.40
H 0.79 -1.70 0.79
H 0.04 -1.88 2.32
H 0.89 -4.17 2.42
H 1.90 -3.82 1.08
```


Result of the stability comparison: b is the most stable of them.


a:
Computed, not measured: a molecular structure, C2H5I2N, with the ωB97M-V functional and the def2-TZVPD basis.

For the LUMO energy (alpha / beta), the calculation gives -0.262 / -0.261 eV. The calculation puts the HOMO energy (alpha / beta) at -8.33 / -8.34 eV. The multiplicity is 1. The calculation puts the HOMO-LUMO gap (alpha / beta) at 8.0721 / 8.0756 eV.

Structure (XYZ):
```
10
C2H5I2N (the ωB97M-V functional and the def2-TZVPD basis)
C -1.08 0.71 -0.25
C 0.69 -1.28 0.47
N 0.08 0.83 0.53
I 2.62 -1.15 -0.27
I 1.51 1.97 -0.17
H -1.62 -0.29 -0.28
H -1.96 1.31 0.15
H -0.88 0.89 -1.38
H 0.02 -1.45 -0.30
H 0.61 -1.56 1.50
```


b:
Computed, not measured: 2 unconnected molecules or ions with the total composition C2H5I2N, with the ωB97M-V functional and the def2-TZVPD basis.

For the LUMO energy, the calculation gives -0.754 eV. The calculation puts the HOMO energy at -8.80 eV. The multiplicity is 1. The calculation puts the HOMO-LUMO gap at 8.0441 eV.

Structure (XYZ):
```
10
C2H5I2N (the ωB97M-V functional and the def2-TZVPD basis)
C 0.83 0.77 0.49
C -0.94 -0.67 -0.23
N -0.20 0.45 -0.47
I 0.06 -2.56 0.18
I 0.44 0.63 -2.45
H 0.37 0.80 1.48
H 1.65 0.03 0.51
H 1.24 1.75 0.25
H -1.73 -0.85 -0.93
H -1.73 -0.34 1.17
```


Result of the stability comparison: b is the most stable of them.